# C4H9NO

C4H9NO in the gas phase (ωB97M-V with the def2-TZVPD basis set, the Open Molecules 2025 dataset).

Geometry as ORCA input:
```
! wB97M-V def2-TZVPD RIJCOSX def2/J DEFGRID3
* xyz 0 1
O 1.233 2.423 -0.666
C 0.144 1.912 -0.587
C -0.072 0.436 -0.583
C -0.276 -0.175 0.843
C -0.892 -1.586 0.811
N 1.145 -0.211 -1.219
H -0.686 2.608 -0.313
H -0.910 0.173 -1.237
H -0.712 0.628 1.463
H 0.763 -0.344 1.095
H -1.381 -1.771 1.770
H -1.665 -1.709 0.048
H -0.103 -2.273 0.522
H 1.753 0.562 -1.469
H 1.660 -0.675 -0.478
*
```

Values from the calculation:
SMILES	CC[C@H](N)C=O
LUMO	1.00	eV

Löwdin analysis output, partial charges in e: number 1, O, carries 0.05; number 2, C, carries -0.23; number 3, C, carries -0.35; number 4, C, carries -0.20; number 5, C, carries -0.09; number 6, N, carries 0.04; number 7, H, carries 0.13; number 8, H, carries 0.13; number 9, H, carries 0.11; number 10, H, carries 0.09; number 11, H, carries 0.07; number 12, H, carries 0.07; number 13, H, carries 0.07; number 14, H, carries 0.05; number 15, H, carries 0.05



# C5H8O

A molecular structure, C5H8O (ωB97M-V with the def2-TZVPD basis set, the Open Molecules 2025 dataset).

Geometry as ORCA input:
```
! wB97M-V def2-TZVPD RIJCOSX def2/J DEFGRID3
* xyz 0 1
C -1.828 -0.045 0.334
C -0.339 0.063 0.199
C 0.319 0.878 -0.902
C 0.736 -0.545 -0.654
C 1.569 -0.423 0.626
O 0.417 -0.025 1.401
H -2.194 -1.073 0.412
H -2.115 0.486 1.249
H -2.321 0.447 -0.509
H 1.080 1.642 -0.750
H -0.349 1.085 -1.734
H 0.726 -1.369 -1.361
H 2.257 0.429 0.586
H 2.081 -1.300 1.025
*
```

Values from the calculation:
LUMO	1.14	eV

Löwdin analysis output, partial charges in e: number 1, C, carries 0.00; number 2, C, carries -0.47; number 3, C, carries -0.04; number 4, C, carries -0.14; number 5, C, carries -0.13; number 6, O, carries -0.05; number 7, H, carries 0.08; number 8, H, carries 0.09; number 9, H, carries 0.08; number 10, H, carries 0.11; number 11, H, carries 0.11; number 12, H, carries 0.13; number 13, H, carries 0.11; number 14, H, carries 0.12



Energy above the lowest of the compared OMol25 structures with the same formula, charge and spin? In order: 1.732 2.434 eV.
Maximum force? In order: 0.0466 0.0090 Eh/bohr.